1.
This record from the OMol25 dataset describes C14H25IPtS2Si2 as an isolated structure. The level of theory is ωB97M-V/def2-TZVPD.

Last column: Mulliken charge in e.
Geometry (Å):
Pt -0.427 0.177 0.023  0.69
S -1.117 -1.829 -1.148  -0.63
C 0.448 -2.292 -1.825  0.10
C 0.486 -3.486 -2.555  -0.60
C 1.642 -3.973 -3.139  -0.51
C 2.824 -3.253 -2.999  -0.45
C 2.812 -2.068 -2.285  -0.62
C 1.655 -1.551 -1.684  0.34
S 1.826 -0.038 -0.798  -0.56
H -0.440 -4.042 -2.653  0.30
H 1.618 -4.907 -3.691  0.31
H 3.749 -3.612 -3.439  0.31
H 3.728 -1.500 -2.171  0.31
C 0.560 -3.012 1.979  -0.63
Si -0.510 -1.683 2.768  0.22
C -0.275 -1.980 4.648  -1.20
C -2.332 -2.087 2.490  -0.94
C -0.027 -0.011 2.219  -0.44
Si -0.875 1.490 2.812  0.37
C -1.010 1.633 4.711  -1.22
C -2.671 1.626 2.236  -0.96
C 0.049 3.066 2.326  -1.02
H 0.303 -4.006 2.360  0.30
H 1.615 -2.822 2.197  0.26
H 0.437 -3.007 0.896  0.00
H -0.478 -3.023 4.913  0.30
H -0.938 -1.345 5.241  0.27
H 0.752 -1.750 4.945  0.27
H -2.513 -3.133 2.759  0.36
H -2.605 -1.944 1.446  0.20
H -2.977 -1.462 3.115  0.28
H 1.058 0.096 2.355  0.42
H -1.624 0.834 5.135  0.28
H -1.462 2.592 4.991  0.30
H -0.022 1.574 5.176  0.30
H -3.312 0.955 2.816  0.27
H -2.792 1.371 1.181  0.29
H -3.028 2.652 2.378  0.31
H 0.892 3.219 3.008  0.27
H -0.599 3.945 2.381  0.31
H 0.437 3.001 1.309  0.24
I -1.147 3.135 -1.588  -0.27
C -0.976 0.933 -1.763  -1.12
H -1.978 0.658 -2.084  0.51
H -0.282 0.813 -2.597  0.50

2S+1 ... 1
Highest occupied orbital energy (alpha / beta) ... 0.14 / 0.12 eV
M ... 635.64 g mol⁻¹
Lowest unoccupied orbital energy (alpha / beta) ... 4.432 / 4.425 eV
Energy ... -2340.91377 Ha
Total charge ... -2

2.
This record from the OMol25 dataset describes C14H25MgN5S2 as an isolated structure in a non-equilibrium geometry. The level of theory is ωB97M-V/def2-TZVPD.

Last column: Mulliken charge in e.
Geometry (Å):
Mg 0.909 0.041 -0.307  0.99
S -0.613 2.077 -0.411  0.13
S -0.312 -2.305 -0.345  0.01
C -2.457 2.081 -0.415  -1.12
C -0.429 2.355 -2.205  -0.90
C -0.749 1.117 -3.051  -0.58
N 0.165 -0.040 -2.737  -0.31
C -0.634 -1.289 -2.979  -0.63
C -0.183 -2.510 -2.165  -0.77
H 0.602 2.690 -2.374  0.37
H -1.119 3.162 -2.466  0.55
H -0.772 1.378 -4.141  0.36
H -1.771 0.787 -2.768  0.24
H -0.648 -1.560 -4.061  0.38
H -1.679 -1.065 -2.683  0.29
H 0.871 -2.740 -2.367  0.39
H -0.776 -3.368 -2.501  0.54
C -2.158 -2.404 -0.235  -0.86
H 0.943 -0.014 -3.412  0.35
H -2.632 -1.491 -0.603  0.18
H -2.388 -2.509 0.824  0.38
H -2.529 -3.282 -0.760  0.44
H -2.772 2.100 0.626  0.42
H -2.988 1.256 -0.907  0.24
H -2.733 3.035 -0.866  0.50
C 3.227 -0.101 -1.393  -0.90
C 4.063 -0.332 -0.335  -0.54
H 3.243 0.874 -1.875  0.37
H 2.776 -0.858 -2.047  0.58
H 4.714 0.436 0.130  0.33
H 4.505 -1.258 0.041  0.29
N 2.375 1.724 3.340  -0.12
C 3.415 2.213 2.545  -0.87
C 3.165 1.846 1.251  -0.67
N 2.066 1.017 1.235  0.56
C 1.587 0.941 2.493  0.16
C 0.260 0.440 2.742  -0.17
N -0.590 -0.030 1.803  0.20
C -1.793 -0.184 2.415  -0.50
C -1.685 0.157 3.745  -0.90
N -0.370 0.596 3.959  -0.12
H 2.193 2.067 4.276  0.24
H 4.251 2.739 2.950  0.45
H 3.683 2.137 0.341  0.74
H -2.653 -0.525 1.832  0.58
H -2.401 0.114 4.554  0.44
H 0.082 0.998 4.806  0.26

2S+1 ... 1
Highest occupied orbital energy ... -14.40 eV
M ... 351.83 g mol⁻¹
Lowest unoccupied orbital energy ... -5.888 eV
Energy ... -1818.24156 Ha
Total charge ... +2
Relative energy (zero: lowest compared OMol25 entry of this formula, charge and spin) ... 130.3 kJ/mol

3.
This record from the OMol25 dataset describes a 2-piece molecular cluster, C14H25N3O6PS overall in a non-equilibrium geometry. The level of theory is ωB97M-V/def2-TZVPD.

Last column: Mulliken charge in e.
Geometry (Å):
C 5.780 2.008 0.051  -0.52
C 5.091 0.761 -0.220  -0.43
C 4.430 -0.125 0.919  0.72
O 3.991 0.480 1.922  -0.52
O 4.374 -1.529 0.715  -0.35
C 3.088 -2.068 1.180  -0.42
C 2.660 -3.333 0.306  -0.62
C 2.339 -2.976 -1.239  -0.63
C 0.863 -3.479 -1.694  -0.68
C -0.193 -2.700 -0.771  0.19
C -1.441 -2.066 -1.610  -1.06
N -1.656 -0.693 -1.014  0.03
C -0.938 0.384 -1.635  -0.18
N -1.331 1.509 -0.819  -0.03
C -2.240 1.119 0.247  -0.03
P -2.909 2.327 1.524  0.22
N -2.254 3.743 1.173  -0.46
C -2.485 -0.397 0.126  0.14
C -3.351 -1.396 1.005  0.01
C -3.797 -0.823 2.431  -1.19
H 5.267 3.022 -0.110  0.25
H 6.854 2.010 0.421  0.25
H 5.043 0.420 -1.314  0.30
H 2.303 -1.231 1.191  0.27
H 3.233 -2.385 2.268  0.29
H 3.546 -4.070 0.307  0.37
H 1.773 -3.825 0.844  0.30
H 2.397 -1.838 -1.396  0.27
H 3.072 -3.537 -1.920  0.34
H 0.778 -3.197 -2.803  0.35
H 0.713 -4.596 -1.551  0.32
H 0.371 -1.803 -0.318  -0.06
H -0.630 -3.311 0.082  0.27
H -1.203 -1.959 -2.722  0.38
H -2.389 -2.662 -1.398  0.33
H -0.224 0.349 -2.518  0.34
H -0.951 2.448 -1.012  0.31
H -2.510 1.880 2.833  0.06
H -4.337 2.337 1.444  0.10
H -1.682 4.078 1.965  0.19
H -2.671 -2.303 1.220  0.19
H -4.269 -1.739 0.407  0.32
H -4.681 -0.118 2.269  0.28
H -4.125 -1.705 3.067  0.38
H -2.904 -0.261 2.885  0.24
O -3.862 6.886 -0.688  -0.77
S -2.560 6.653 -1.347  1.14
O -2.470 7.471 -2.575  -0.75
O -2.436 5.215 -1.705  -0.68
O -1.464 7.022 -0.422  -0.75

2S+1 ... 1
Highest occupied orbital energy ... -1.55 eV
M ... 394.41 g mol⁻¹
Lowest unoccupied orbital energy ... 0.020 eV
Energy ... -1903.27531 Ha
Total charge ... -1